[1]
CH2NO3S | ωB97M-V/def2-TZVPD

As for the SMILES: OC1(O)ON1[S-]. The lowest unoccupied orbital energy is 3.93 eV. The gap between HOMO and LUMO is 0.261 hartree. As for the HOMO energy: -0.116 Eh. The electronic energy comes out at -19535.956 eV. Its relative energy (zero: lowest compared OMol25 entry of this formula, charge and spin) is 67.9 kcal/mol.

```
! RIJCOSX wB97M-V def2-TZVPD def2/J DEFGRID3
* xyz -1 1
C -0.35 -0.03 -0.09
N 0.80 0.71 0.17
O -0.04 0.93 -1.03
O -0.22 -1.34 -0.27
O -1.48 0.23 0.63
S 2.16 -0.28 0.10
H -1.58 1.23 0.82
H 0.72 -1.44 -0.33
*
```

Results of the Mulliken charge analysis, in e, for atoms 1 through 2:
1 C 0.761
2 N -0.323

[2]
C5H12N2O2Sn | ωB97M-V/def2-TZVPD

The lowest unoccupied orbital energy is -10.93 eV. The gap between HOMO and LUMO is 0.226 hartree. As for the HOMO energy: -0.627 Eh. The electronic energy comes out at -18267.667 eV. Its relative energy (zero: lowest compared OMol25 entry of this formula, charge and spin) is 73.1 kcal/mol.

```
! RIJCOSX wB97M-V def2-TZVPD def2/J DEFGRID3
* xyz 2 1
Sn -8.35 31.11 13.61
C -5.57 28.87 17.47
C -6.58 29.92 16.94
O -6.71 29.92 15.69
N -7.36 30.54 17.78
C -7.31 30.76 19.26
H -5.96 27.86 17.42
H -5.25 29.09 18.49
H -4.70 28.75 16.83
H -8.22 30.85 17.36
H -8.37 30.70 19.53
H -7.03 31.70 19.72
H -6.73 30.04 19.84
O -6.14 30.26 11.82
C -5.03 30.63 11.49
N -4.42 31.46 12.22
C -4.50 30.27 10.12
H -3.65 31.99 11.83
H -4.93 31.72 13.05
H -5.17 29.48 9.76
H -3.49 29.93 10.35
H -4.62 31.12 9.45
*
```

Results of the Mulliken charge analysis, in e, for atoms 1 through 2:
1 Sn 1.526
2 C -1.028

[3]
H28O14 | ωB97M-V/def2-TZVPD

The lowest unoccupied orbital energy is -0.63 eV. The gap between HOMO and LUMO is 0.273 hartree. As for the HOMO energy: -0.296 Eh. The electronic energy comes out at -29113.116 eV. Its relative energy (zero: lowest compared OMol25 entry of this formula, charge and spin) is 196.8 kcal/mol.

```
! RIJCOSX wB97M-V def2-TZVPD def2/J DEFGRID3
* xyz 0 1
H -0.57 -0.99 -0.52
H -0.03 0.21 0.16
H 4.24 0.42 -0.92
H 4.64 0.15 0.55
H 0.63 1.86 -2.01
H 1.69 3.00 -2.05
H -4.50 -2.61 1.19
H -3.02 -2.98 1.02
H -4.89 0.51 0.13
H -4.81 -0.89 0.31
H -1.96 0.02 -3.48
H -0.40 0.12 -3.21
H 4.45 -3.00 -2.02
H 3.38 -2.33 -1.11
H 1.16 2.31 2.92
H 0.12 1.35 3.41
H -3.46 -1.33 1.57
H -2.39 -0.30 1.29
H 2.09 -1.45 3.76
H 1.93 -1.22 2.34
H 3.25 0.98 0.36
H 2.11 -0.14 0.58
H 1.93 2.03 1.00
H 3.19 2.80 0.64
H -0.36 -3.60 -2.61
H -0.98 -3.93 -1.20
H -2.70 3.71 -0.88
H -3.36 4.87 -0.43
O -0.77 -0.07 -0.34
O 4.28 -0.34 -0.21
O 1.14 2.39 -2.62
O -3.77 -2.95 1.65
O -4.44 -0.19 -0.33
O -1.26 0.00 -2.80
O 3.93 -2.26 -1.88
O 0.18 2.11 2.86
O -3.35 -0.36 1.29
O 2.44 -1.73 2.98
O 2.76 0.49 1.00
O 2.24 2.80 0.43
O -1.19 -3.52 -2.01
O -3.57 4.08 -0.79
*
```

Results of the Mulliken charge analysis, in e, for atoms 1 through 2:
1 H 0.332
2 H 0.261

[4]
C4H13N3 | ωB97M-V/def2-TZVPD

As for the SMILES: CC(C)CN(N)N. The lowest unoccupied orbital energy is 1.06 eV. The gap between HOMO and LUMO is 0.338 hartree. As for the HOMO energy: -0.299 Eh. The electronic energy comes out at -8825.522 eV. Its relative energy (zero: lowest compared OMol25 entry of this formula, charge and spin) is 89.7 kcal/mol.

```
! RIJCOSX wB97M-V def2-TZVPD def2/J DEFGRID3
* xyz 0 1
C 1.34 1.04 -1.00
C 0.49 -1.11 -2.03
C 0.25 -0.69 0.49
C 0.36 -0.09 -0.90
N -1.28 1.28 0.95
N -1.11 -0.18 2.59
N -0.44 0.48 1.53
H 2.29 0.53 -1.00
H 1.26 1.52 -1.93
H 1.29 1.65 -0.09
H -0.10 -1.95 -1.70
H 1.42 -1.58 -2.28
H 0.07 -0.56 -2.96
H -0.25 -1.72 0.60
H 1.22 -0.84 1.10
H -0.63 0.28 -1.04
H -2.20 0.90 0.64
H -1.56 2.25 1.40
H -0.47 -0.58 3.30
H -1.95 -0.63 2.32
*
```

Results of the Mulliken charge analysis, in e, for atoms 1 through 2:
1 C -1.415
2 C -1.491

[5]
C35H65NO10 | ωB97M-V/def2-TZVPD

As for the SMILES: c1ccncc1.CC(C)=O.CC(C)=O.CC(C)=O.CC(C)=O.CC(C)=O.CC(C)=O.CC(C)=O.CC(C)=O.CC(C)=O.CC(C)=O. The lowest unoccupied orbital energy is 0.28 eV. The gap between HOMO and LUMO is 0.351 hartree. As for the HOMO energy: -0.341 Eh. The electronic energy comes out at -59313.368 eV. Its relative energy (zero: lowest compared OMol25 entry of this formula, charge and spin) is 0.0 kcal/mol.

```
! RIJCOSX wB97M-V def2-TZVPD def2/J DEFGRID3
* xyz 0 1
N -1.03 -1.21 0.62
C -0.25 -1.32 1.72
C 0.68 -0.36 2.04
C 0.81 0.77 1.23
C 0.05 0.82 0.09
C -0.93 -0.15 -0.16
H -0.34 -2.22 2.31
H 1.24 -0.47 2.96
H 1.58 1.50 1.43
H 0.20 1.68 -0.55
H -1.49 -0.12 -1.09
C 3.49 -2.21 0.39
C 3.02 -2.79 -0.92
O 3.71 -3.54 -1.56
C 1.55 -2.62 -1.33
H 2.94 -1.34 0.73
H 4.55 -1.97 0.39
H 3.27 -3.05 1.06
H 1.28 -3.58 -1.77
H 1.45 -1.84 -2.08
H 1.02 -2.37 -0.41
C 6.67 1.29 1.71
C 5.72 0.81 0.64
O 6.09 0.05 -0.24
C 4.28 1.25 0.72
H 6.95 2.33 1.56
H 7.56 0.66 1.71
H 6.23 1.22 2.71
H 4.15 2.29 0.44
H 3.97 1.01 1.74
H 3.68 0.64 0.04
C 4.60 2.11 -2.92
C 3.21 2.67 -2.80
O 2.99 3.85 -2.65
C 2.07 1.68 -2.87
H 5.25 2.92 -3.25
H 4.60 1.33 -3.69
H 4.93 1.63 -2.00
H 1.11 2.17 -2.76
H 2.22 0.99 -2.03
H 2.16 1.15 -3.82
C 2.27 4.90 4.79
C 1.74 3.51 5.07
O 1.80 3.05 6.18
C 1.28 2.71 3.88
H 3.22 5.02 5.30
H 1.52 5.63 5.11
H 2.34 5.01 3.71
H 0.44 3.24 3.42
H 1.03 1.68 4.13
H 2.12 2.69 3.18
C 0.31 4.77 -0.46
C 1.23 5.16 0.66
O 1.87 4.32 1.25
C 1.35 6.63 1.01
H 0.71 3.90 -0.98
H 0.19 5.62 -1.13
H -0.62 4.49 0.04
H 1.86 6.80 1.95
H 0.36 7.10 1.01
H 1.90 7.12 0.20
C -5.46 2.12 -0.12
C -4.46 2.65 -1.12
O -4.80 2.87 -2.26
C -3.04 2.93 -0.68
H -5.17 1.19 0.37
H -6.43 1.99 -0.60
H -5.59 2.89 0.66
H -3.01 3.97 -0.33
H -2.34 2.71 -1.49
H -2.81 2.28 0.17
C -0.45 -0.30 -5.13
C -1.73 -0.10 -4.34
O -1.68 0.42 -3.25
C -3.05 -0.60 -4.88
H 0.40 -0.36 -4.45
H -0.27 0.58 -5.75
H -0.45 -1.18 -5.77
H -3.25 -1.56 -4.43
H -2.99 -0.69 -5.97
H -3.81 0.16 -4.73
C -4.39 -2.88 4.35
C -3.05 -2.19 4.22
O -2.02 -2.75 4.49
C -3.05 -0.78 3.67
H -4.22 -3.89 4.72
H -4.89 -2.95 3.39
H -5.00 -2.36 5.10
H -3.49 -0.11 4.42
H -3.60 -0.71 2.73
H -2.02 -0.49 3.46
C -3.87 -4.80 -4.12
C -2.83 -4.99 -3.05
O -2.39 -6.08 -2.77
C -2.19 -3.73 -2.52
H -3.34 -4.59 -5.05
H -4.56 -3.99 -3.90
H -4.45 -5.71 -4.31
H -1.74 -3.18 -3.35
H -1.41 -3.91 -1.78
H -2.87 -3.04 -2.01
C -1.18 -4.72 1.62
C -2.24 -5.76 1.31
O -3.32 -5.72 1.83
C -1.82 -6.87 0.39
H -0.17 -5.06 1.39
H -1.19 -4.40 2.67
H -1.37 -3.80 1.05
H -1.20 -7.58 0.94
H -1.26 -6.46 -0.45
H -2.64 -7.48 0.02
*
```

Results of the Mulliken charge analysis, in e, for atoms 1 through 2:
1 N 0.055
2 C -0.614

relative energy (zero: lowest compared OMol25 entry of this formula, charge and spin) of number 4 (C4H13N3)?
89.7 kcal/mol

The highest electronic energy belongs to which entry?
C4H13N3

What is the lowest unoccupied orbital energy in the fourth record?
1.06 eV